Entry 1:
Molecular formula: C10H18N3O
Method: DFT, ωB97M-V/def2-TZVPD

```
32
Properties=species:S:1:pos:R:3:forces:R:3
C -2.87730 1.72298 2.48727 0.18 -0.08 0.43
C -1.13003 -2.08051 1.62660 0.30 0.16 -0.92
C -0.96801 -1.47221 2.89406 0.30 0.51 0.61
C -1.64469 -1.31015 0.52929 -0.47 -0.43 0.92
C -1.54338 -0.27195 3.16389 0.15 0.65 -0.69
C -2.12603 -0.07909 0.81592 -0.42 1.00 -0.67
C -2.15011 0.49711 2.11960 -0.39 -1.20 0.60
O -0.70069 -3.30207 1.47665 -0.25 -0.41 0.30
H -0.32717 -1.89659 3.64344 -0.11 -0.72 0.19
H -1.07986 -3.79177 0.72126 0.28 0.32 0.01
H -1.78441 -1.75111 -0.44631 0.14 -0.09 -0.12
H -1.46971 0.19734 4.13669 0.07 -0.25 0.09
H -2.55964 0.50267 0.00680 -0.16 -0.04 0.07
H -2.44306 2.09506 3.41658 0.04 0.45 -0.22
H -3.91365 1.51220 2.77569 -0.09 -0.39 -0.14
H -2.94560 2.45881 1.70500 0.18 0.37 -0.25
C 2.56922 -0.68199 -1.75596 0.52 -0.99 0.82
C 2.79354 -0.93643 -3.23480 0.51 -0.48 -0.37
C 1.16817 1.35715 -1.55495 0.73 -0.16 3.29
N 1.32827 0.03041 -1.42354 0.10 -0.32 -1.17
N 2.26337 2.10095 -1.62304 -0.16 0.22 -0.96
N 0.03261 1.88252 -1.01925 -0.15 0.17 -1.32
H 2.49055 -1.61940 -1.19486 -0.19 -0.08 -0.31
H 3.43406 -0.27769 -1.22730 -0.12 0.70 -0.22
H 2.33574 -0.15264 -3.82834 0.03 0.00 -0.29
H 2.46250 -1.92145 -3.55663 -0.83 0.10 0.10
H 0.53449 -0.55869 -1.62432 -0.33 0.30 0.18
H 3.15932 1.65091 -1.71813 0.00 0.08 -0.34
H 2.23724 3.10411 -1.71235 -0.07 0.03 0.19
H -0.70251 1.23252 -0.81115 -0.12 -0.09 -0.13
H -0.28592 2.80926 -1.26854 0.21 0.01 -0.03
H 3.84271 -1.05026 -3.51926 0.13 0.67 0.36
```
Forces are in eV/Å.

Results
* HOMO energy (alpha / beta): -16.6 / -17.4 eV
* net charge: +2
* 2S+1: 2
* relative energy (zero: lowest compared OMol25 entry of this formula, charge and spin): 87.4 kJ/mol
* frontier orbital gap (alpha / beta): 0.3685 / 0.2675 Eh

These are the natural (NBO) partial charges, in e, on atoms 1 to 5: atom 1 (C): -0.685, atom 2 (C): 0.460, atom 3 (C): -0.194, atom 4 (C): -0.251, atom 5 (C): -0.157

Entry 2:
Molecular formula: C10H18N4NdO6PS2
Method: DFT, ωB97M-V/def2-TZVPD

```
42
Properties=species:S:1:pos:R:3:forces:R:3
Nd 0.12076 -1.07307 0.81578 -0.75 -3.59 -0.62
O -0.55914 1.05466 1.29053 -0.40 1.19 0.35
C 0.69351 1.13744 1.15744 0.49 1.31 0.34
O 1.20643 0.71808 0.07424 0.62 1.17 -0.25
C 1.51282 0.84875 2.45125 -0.06 -0.52 -0.20
O 2.02921 1.60699 3.21183 0.13 0.06 0.16
O 1.42032 -0.48162 2.47816 0.65 1.36 0.70
C -2.28949 -4.77938 1.00390 -0.08 0.07 0.01
C -1.53777 -5.66734 0.03828 0.18 -0.04 0.01
C -2.39700 -6.78570 -0.50536 -0.06 -0.07 -0.09
O -1.05631 -4.95602 -1.13036 -0.38 -0.21 0.02
P -0.25110 -3.59775 -1.22014 0.35 -0.38 -0.43
S 1.21511 -3.53317 0.12121 0.03 -0.38 -0.05
S -1.51116 -2.04825 -1.24795 -0.39 -0.04 -0.21
O 0.47346 -3.75506 -2.61512 0.00 0.03 -0.15
C -0.01618 -4.22075 -3.91069 -0.03 0.04 0.22
C -1.27461 -3.50040 -4.34258 -0.06 0.02 0.01
C -0.16730 -5.72787 -3.91271 0.01 -0.08 -0.03
H -2.74246 -5.40600 1.77491 0.00 0.03 -0.02
H -3.07422 -4.22355 0.48716 -0.03 -0.05 0.01
H -1.63272 -4.06752 1.49876 0.04 0.03 -0.01
H -0.65615 -6.08558 0.52943 0.04 0.05 0.03
H -3.24003 -6.37047 -1.06211 0.00 -0.02 0.04
H -2.78209 -7.39483 0.31376 0.02 0.02 -0.02
H -1.82379 -7.42792 -1.17428 0.00 0.02 0.01
H 0.80460 -3.94552 -4.57036 0.04 0.04 -0.02
H -2.11273 -3.74901 -3.68947 0.01 -0.03 -0.02
H -1.52657 -3.80872 -5.35937 0.01 0.01 0.02
H -1.13913 -2.42019 -4.32458 0.01 -0.01 -0.02
H -1.04666 -6.03822 -3.35127 -0.01 0.01 -0.02
H 0.71024 -6.20397 -3.47452 0.00 0.02 -0.03
H -0.27088 -6.07099 -4.94453 0.00 0.00 0.04
N -6.11049 -0.95143 3.02698 0.08 -0.02 0.08
C -4.85207 -1.02632 2.56836 -0.11 0.11 -0.34
N -4.63139 -0.77140 1.26534 -0.02 -0.03 0.14
N -3.90343 -1.35458 3.42364 0.53 -0.19 -0.15
C -2.70187 -1.47504 2.90679 -0.61 0.19 0.29
N -1.64555 -1.57405 2.44481 -0.21 -0.13 0.25
H -6.88312 -0.68969 2.44516 0.01 0.02 0.00
H -6.26291 -1.13921 4.00170 -0.01 0.01 0.00
H -5.36419 -0.47636 0.64655 -0.01 -0.01 0.02
H -3.68746 -0.77574 0.91092 -0.04 -0.03 -0.05
```
Forces are in eV/Å.

Results
* HOMO energy (alpha / beta): -9.1 / -9.1 eV
* 2S+1: 4
* frontier orbital gap (alpha / beta): 0.3267 / 0.3280 Eh

These are the natural (NBO) partial charges, in e, on atoms 1 to 5: atom 1 (Nd): 1.640, atom 2 (O): -0.667, atom 3 (C): 0.608, atom 4 (O): -0.671, atom 5 (C): 0.728

- What is the 2S+1 in the first record?
  2

- Which value of 2S+1 does entry 1 give?
  2